--- P ---
# C8H10N3

A cluster of 2 separate species, C8H10N3 in total (ωB97M-V with the def2-TZVPD basis set, OMol25).

Positions of all 21 atoms, in Å:
1 C -2.368 -1.779 -0.326
2 C -1.054 -2.053 0.094
3 C -2.848 -0.485 -0.365
4 C -0.745 0.368 0.432
5 C -0.424 -0.924 0.428
6 C -2.072 0.609 -0.002
7 C 3.080 -0.339 0.209
8 C -2.557 2.015 -0.083
9 N 2.688 0.055 -1.118
10 N 2.468 0.889 -0.242
11 N 4.607 -0.181 0.411
12 H -2.981 -2.619 -0.616
13 H -0.655 -3.050 0.123
14 H -3.861 -0.315 -0.699
15 H -0.090 1.172 0.715
16 H -2.360 2.414 -1.080
17 H -3.631 2.054 0.087
18 H -2.059 2.654 0.639
19 H 4.839 -0.566 1.332
20 H 4.919 0.801 0.368
21 H 5.105 -0.722 -0.306

The calculation puts the HOMO energy (alpha / beta) at -11.4 / -13.1 eV. The calculation puts the molecular weight at 148.19 g/mol. The HOMO-LUMO gap (alpha / beta) comes out at 0.17076 / 0.29917 Eh. The total charge is +1.



--- Q ---
# C8H10N3

The ion C8H10N3 with charge +1 (ωB97M-V with the def2-TZVPD basis set, OMol25).

Positions of all 21 atoms, in Å:
1 C -0.705 1.327 -1.744
2 N -0.180 2.437 -1.811
3 C 1.141 2.468 -1.240
4 C 1.441 0.970 -0.917
5 N 0.187 0.267 -1.204
6 N -0.357 -0.572 0.055
7 C 0.166 -0.479 1.264
8 C -0.341 -1.324 2.217
9 C -1.187 -2.340 1.861
10 C -1.859 -2.207 0.723
11 C -1.410 -1.324 -0.275
12 H -1.792 1.159 -2.076
13 H 0.958 3.126 -0.470
14 H 1.809 2.824 -2.035
15 H 2.005 0.590 -1.687
16 H 1.759 0.876 0.071
17 H 0.802 0.303 1.689
18 H -0.168 -1.340 3.300
19 H -1.743 -2.849 2.545
20 H -2.766 -2.743 0.461
21 H -2.040 -1.273 -1.160

Its SMILES is C1=NCCN1[n+]1ccccc1. The calculation puts the HOMO energy at -13.6 eV. The calculation puts the molecular weight at 148.19 g/mol. The HOMO-LUMO gap comes out at 0.33281 Eh. The total charge is +1.



Top of the stability list: Q, leading by 3.936 eV.



--- P ---
# C4H10NOS

A cluster of 2 separate species, C4H10NOS in total (ωB97M-V with the def2-TZVPD basis set, OMol25).

Positions of all 17 atoms, in Å:
1 C 2.330 -1.031 -0.500
2 C 2.283 0.344 -0.039
3 C -3.101 -0.240 1.025
4 C -1.353 0.333 -1.173
5 N 1.107 -0.504 0.050
6 O -1.202 1.448 -0.629
7 S -2.230 -0.867 -0.407
8 H 2.179 -1.340 -1.593
9 H 2.865 -1.797 0.043
10 H 2.698 0.615 0.961
11 H 2.254 1.177 -0.728
12 H -3.415 0.879 0.820
13 H -2.438 -0.303 1.901
14 H -4.088 -0.731 1.140
15 H -0.906 0.229 -2.128
16 H 0.699 -0.951 0.857
17 H -0.351 1.881 -0.704

The calculation puts the HOMO energy at -13.1 eV. The calculation puts the molecular weight at 120.20 g/mol. The HOMO-LUMO gap comes out at 0.29509 Eh. The total charge is +1.



--- Q ---
# C4H10NOS

The ion C4H10NOS with charge +1 (ωB97M-V with the def2-TZVPD basis set, OMol25).

Positions of all 17 atoms, in Å:
1 C 1.607 -0.135 -1.116
2 N 0.718 0.440 -0.046
3 C -0.548 0.800 -0.694
4 C -1.449 0.245 0.424
5 O -2.054 0.963 1.353
6 S -2.442 -1.198 -0.025
7 C 0.170 -0.472 0.992
8 H 0.955 -0.808 -1.814
9 H 2.187 0.681 -1.747
10 H 2.441 -0.770 -0.883
11 H 1.310 1.202 0.213
12 H -0.846 0.272 -1.588
13 H -0.731 1.870 -0.852
14 H -1.763 0.744 2.230
15 H -2.401 -1.804 1.192
16 H 0.561 -0.232 2.069
17 H 0.365 -1.613 0.778

Its SMILES is C[N@H+]1C[C@@](O)(S)C1. The calculation puts the HOMO energy at -13.1 eV. The calculation puts the molecular weight at 120.20 g/mol. The HOMO-LUMO gap comes out at 0.35436 Eh. The total charge is +1.



--- R ---
# C4H10NOS

A structure of composition C4H10NOS (ωB97M-V with the def2-TZVPD basis set, OMol25).

Positions of all 17 atoms, in Å:
1 O -1.220 -0.654 0.297
2 C -0.239 -0.607 -0.389
3 C 1.068 -0.388 0.188
4 C 2.336 -0.706 -0.504
5 C 3.390 0.097 0.101
6 S 4.727 -1.120 1.246
7 N -6.877 2.031 -0.339
8 H -0.288 -0.812 -1.476
9 H 1.115 -0.395 1.278
10 H 2.479 -1.796 -0.571
11 H 2.014 -0.461 -1.538
12 H 3.771 0.085 1.245
13 H 4.212 0.553 -0.431
14 H 3.637 -1.622 1.822
15 H -6.975 1.627 0.568
16 H -6.238 2.791 -0.402
17 H -6.912 1.377 -1.093

The calculation puts the HOMO energy at -11.1 eV. The calculation puts the molecular weight at 120.20 g/mol. The HOMO-LUMO gap comes out at 0.09437 Eh. The total charge is +1.



Top of the stability list: P, leading by 0.108 eV.



--- P ---
# C5H15N3

The ion C5H15N3 with charge +2 (ωB97M-V with the def2-TZVPD basis set, OMol25).

Positions of all 23 atoms, in Å:
1 C 2.460 0.592 0.169
2 N 1.443 -0.186 -0.036
3 C 1.726 -1.599 -0.202
4 N 0.237 0.352 -0.214
5 C 0.117 1.822 -0.489
6 N -0.884 -0.384 0.201
7 C -1.614 -0.015 1.487
8 C -1.935 -0.509 -0.891
9 H 2.106 1.672 0.131
10 H 3.479 0.367 -0.026
11 H 0.948 -2.016 -0.756
12 H 2.755 -1.701 -0.518
13 H 1.743 -1.835 0.871
14 H 0.765 2.076 -1.269
15 H -0.895 1.897 -0.988
16 H -0.072 2.372 0.335
17 H -0.668 -1.418 0.399
18 H -2.320 0.778 1.315
19 H -1.880 -0.957 1.832
20 H -0.904 0.411 2.184
21 H -2.887 -0.746 -0.549
22 H -1.941 0.331 -1.468
23 H -1.777 -1.306 -1.520

Its SMILES is C=[N+](C)N(C)[NH+](C)C. The calculation puts the HOMO energy at -19.0 eV. The calculation puts the molecular weight at 117.20 g/mol. The HOMO-LUMO gap comes out at 0.37844 Eh. The total charge is +2.



--- Q ---
# C5H15N3

A cluster of 2 separate species, C5H15N3 in total (ωB97M-V with the def2-TZVPD basis set, OMol25).

Positions of all 23 atoms, in Å:
1 C 1.536 0.558 -1.316
2 C 2.964 0.435 0.867
3 C 0.742 -1.306 0.065
4 C -2.714 -0.745 0.682
5 C -3.119 1.237 -0.416
6 N 1.803 0.791 0.052
7 N 0.605 0.104 -0.312
8 N -2.350 0.246 -0.231
9 H 1.260 1.336 -2.128
10 H 2.051 -0.345 -1.740
11 H 2.708 0.841 1.909
12 H 3.246 -0.552 0.949
13 H 3.788 1.222 0.541
14 H -0.239 -1.694 -0.121
15 H 1.509 -1.833 -0.620
16 H 1.020 -1.293 1.167
17 H -1.969 -1.353 1.022
18 H -3.092 -0.290 1.526
19 H -3.556 -1.243 0.224
20 H -3.735 1.650 0.384
21 H 1.561 1.803 0.271
22 H -2.968 1.874 -1.242
23 H -1.450 0.035 -0.705

The calculation puts the HOMO energy at -19.3 eV. The calculation puts the molecular weight at 117.20 g/mol. The HOMO-LUMO gap comes out at 0.40619 Eh. The total charge is +2.



Top of the stability list: Q, leading by 1.147 eV.



--- P ---
# CH8N2S

A cluster of 2 separate species, CH8N2S in total (ωB97M-V with the def2-TZVPD basis set, OMol25).

Positions of all 12 atoms, in Å:
1 N 0.130 -0.721 0.895
2 C 1.333 -0.009 1.175
3 N 2.025 0.321 0.011
4 H -0.600 -0.364 1.492
5 H 0.123 -1.758 0.839
6 H 2.132 -0.627 1.646
7 H 1.412 0.686 1.933
8 H 2.465 1.175 -0.295
9 H 1.880 -0.333 -0.806
10 S -4.043 0.007 -2.228
11 H -2.761 0.306 -1.828
12 H -4.097 1.317 -2.835

Its SMILES is NCN.S. The calculation puts the HOMO energy at -8.2 eV. The calculation puts the molecular weight at 80.16 g/mol. The HOMO-LUMO gap comes out at 0.33402 Eh.



--- Q ---
# CH8N2S

A cluster of 2 separate species, CH8N2S in total (ωB97M-V with the def2-TZVPD basis set, OMol25).

Positions of all 12 atoms, in Å:
1 N -0.181 -0.352 1.624
2 C -1.352 -0.203 0.847
3 N -1.825 1.210 0.903
4 H 0.400 0.483 1.411
5 H -0.113 -0.514 2.599
6 H -1.421 -0.460 -0.253
7 H -2.191 -0.763 1.392
8 H -2.123 1.746 0.131
9 H -2.216 1.495 1.796
10 S 3.563 -0.444 -3.776
11 H 3.783 -1.725 -4.147
12 H 3.676 -0.473 -2.528

Its SMILES is NCN.S. The calculation puts the HOMO energy at -8.6 eV. The calculation puts the molecular weight at 80.16 g/mol. The HOMO-LUMO gap comes out at 0.34965 Eh.



--- R ---
# CH8N2S

A cluster of 2 separate species, CH8N2S in total (ωB97M-V with the def2-TZVPD basis set, OMol25).

Positions of all 12 atoms, in Å:
1 N -2.027 1.075 0.458
2 C -2.072 -0.226 -0.191
3 N -0.970 -1.123 0.183
4 H -2.349 1.034 1.423
5 H -1.036 1.233 0.577
6 H -3.058 -0.699 -0.247
7 H -1.913 0.013 -1.222
8 H -1.090 -1.393 1.155
9 H -1.082 -1.955 -0.386
10 S 2.426 0.148 -0.199
11 H 3.525 0.769 -0.641
12 H 1.805 0.292 -1.375

Its SMILES is NCN.S. The calculation puts the HOMO energy at -9.5 eV. The calculation puts the molecular weight at 80.16 g/mol. The HOMO-LUMO gap comes out at 0.38559 Eh.



Top of the stability list: R, leading by 0.770 eV.



--- P ---
# C2H5N3O3

The molecule C2H5N3O3 (ωB97M-V with the def2-TZVPD basis set, OMol25).

Positions of all 13 atoms, in Å:
1 O -1.380 -1.858 0.151
2 C -1.052 -0.714 -0.056
3 N -2.069 0.183 -0.159
4 O -1.764 1.527 0.171
5 N 0.197 -0.242 -0.297
6 C 1.351 -1.008 -0.090
7 N 2.518 -0.485 0.094
8 O 2.538 0.890 -0.036
9 H -2.858 -0.142 0.466
10 H -2.168 1.946 -0.581
11 H 0.337 0.765 -0.120
12 H 1.171 -2.149 -0.137
13 H 3.180 1.288 0.594

Its SMILES is O=C(NO)N/C=N\O. The calculation puts the HOMO energy at -9.4 eV. The calculation puts the molecular weight at 119.08 g/mol. The HOMO-LUMO gap comes out at 0.36873 Eh.



--- Q ---
# C2H5N3O3

The molecule C2H5N3O3 (ωB97M-V with the def2-TZVPD basis set, OMol25).

Positions of all 13 atoms, in Å:
1 N -1.366 -0.484 2.027
2 C -1.438 -0.015 0.801
3 O -2.381 -0.248 0.092
4 N -0.513 1.020 0.431
5 O -0.195 0.956 -0.965
6 C 0.938 0.276 -1.257
7 N 1.729 -0.317 -0.440
8 O 2.809 -0.951 -0.990
9 H -1.713 -1.442 2.226
10 H -1.062 -0.025 2.890
11 H 0.399 1.090 0.922
12 H 1.243 0.383 -2.328
13 H 3.316 -1.164 -0.193

Its SMILES is NC(=O)NO/C=N/O. The calculation puts the HOMO energy at -9.5 eV. The calculation puts the molecular weight at 119.08 g/mol. The HOMO-LUMO gap comes out at 0.37423 Eh.



Top of the stability list: P, leading by 0.865 eV.



--- P ---
# FH3N2O

A cluster of 2 separate species, FH3N2O in total (ωB97M-V with the def2-TZVPD basis set, OMol25).

Positions of all 7 atoms, in Å:
1 N 1.261 -0.352 0.183
2 N 1.256 0.670 -0.369
3 O -1.825 0.437 0.145
4 F -1.921 -0.411 -0.996
5 H 0.405 -0.805 0.581
6 H 2.102 -0.766 0.633
7 H -1.279 1.226 -0.177

The calculation puts the HOMO energy at -8.4 eV. The calculation puts the molecular weight at 66.03 g/mol. The HOMO-LUMO gap comes out at 0.33592 Eh.



--- Q ---
# FH3N2O

A cluster of 3 separate species, FH3N2O in total (ωB97M-V with the def2-TZVPD basis set, OMol25).

Positions of all 7 atoms, in Å:
1 N 0.046 -1.981 0.096
2 N -0.299 1.742 -1.035
3 O 0.322 2.600 -0.700
4 F 0.458 2.823 1.030
5 H 0.153 -1.153 -0.475
6 H -0.909 -2.302 0.025
7 H 0.228 -1.729 1.060

The calculation puts the HOMO energy (alpha / beta) at -10.2 / -10.2 eV. The calculation puts the molecular weight at 66.03 g/mol. The HOMO-LUMO gap (alpha / beta) comes out at 0.30736 / 0.30090 Eh.



Top of the stability list: Q, leading by 1.627 eV.



--- P ---
# C3H10O

A cluster of 2 separate species, C3H10O in total (ωB97M-V with the def2-TZVPD basis set, OMol25).

Positions of all 14 atoms, in Å:
1 C -0.243 -0.965 -2.458
2 C 0.048 -0.855 -0.965
3 H 0.339 -1.774 -2.899
4 H -1.285 -1.266 -2.602
5 H 0.024 -0.062 -2.999
6 H 0.636 0.009 -0.600
7 H 0.600 -1.699 -0.529
8 H -0.874 -0.725 -0.393
9 C 0.267 0.932 2.485
10 O 0.404 2.093 1.631
11 H -0.714 1.053 2.971
12 H 0.109 0.033 1.919
13 H 1.186 0.944 3.082
14 H -0.496 2.282 1.359

Its SMILES is CC.CO. The calculation puts the HOMO energy at -10.3 eV. The calculation puts the molecular weight at 62.11 g/mol. The HOMO-LUMO gap comes out at 0.41436 Eh.



--- Q ---
# C3H10O

A cluster of 2 separate species, C3H10O in total (ωB97M-V with the def2-TZVPD basis set, OMol25).

Positions of all 14 atoms, in Å:
1 C 2.253 0.367 1.409
2 C 1.100 -0.338 0.828
3 H 1.959 1.515 1.534
4 H 2.515 -0.096 2.365
5 H 3.177 0.327 0.876
6 H 1.055 -0.333 -0.287
7 H 1.011 -1.433 1.000
8 H 0.160 0.157 1.213
9 C -2.467 0.234 -1.559
10 O -1.707 -0.899 -1.880
11 H -2.379 0.937 -2.417
12 H -2.173 0.592 -0.547
13 H -3.434 0.047 -1.425
14 H -1.070 -1.076 -1.111

Its SMILES is CC.CO. The calculation puts the HOMO energy at -10.3 eV. The calculation puts the molecular weight at 62.11 g/mol. The HOMO-LUMO gap comes out at 0.41072 Eh.



--- R ---
# C3H10O

A cluster of 2 separate species, C3H10O in total (ωB97M-V with the def2-TZVPD basis set, OMol25).

Positions of all 14 atoms, in Å:
1 C 1.932 -0.266 1.410
2 C 1.783 0.821 0.396
3 C 1.034 0.398 -0.849
4 H 1.869 -1.343 0.855
5 H 1.182 -0.162 2.307
6 H 2.888 -0.194 1.905
7 H 2.864 1.251 0.113
8 H 1.216 1.714 0.761
9 H 0.804 1.308 -1.423
10 H 1.786 -0.347 -1.415
11 H 0.216 -0.313 -0.443
12 O -5.582 -0.759 -1.277
13 H -5.574 -1.620 -0.835
14 H -6.419 -0.486 -1.506

Its SMILES is CCC.O. The calculation puts the HOMO energy at -10.7 eV. The calculation puts the molecular weight at 62.11 g/mol. The HOMO-LUMO gap comes out at 0.43382 Eh.



--- S ---
# C3H10O

A cluster of 2 separate species, C3H10O in total (ωB97M-V with the def2-TZVPD basis set, OMol25).

Positions of all 14 atoms, in Å:
1 C 0.578 -0.408 -0.184
2 C 1.933 -0.125 0.412
3 C 3.050 -0.184 -0.616
4 H 0.495 0.106 -1.148
5 H -0.241 -0.024 0.438
6 H 0.377 -1.460 -0.348
7 H 2.184 -0.797 1.235
8 H 1.947 0.861 0.879
9 H 4.028 0.045 -0.200
10 H 3.131 -1.159 -1.109
11 H 2.881 0.529 -1.450
12 O -7.069 0.667 0.521
13 H -6.707 1.511 0.238
14 H -6.586 0.437 1.332

Its SMILES is CCC.O. The calculation puts the HOMO energy at -11.4 eV. The calculation puts the molecular weight at 62.11 g/mol. The HOMO-LUMO gap comes out at 0.45494 Eh.



Top of the stability list: S, leading by 0.881 eV.